Computed, not measured: a structure of composition C38H63ClFIN2O12S in a non-equilibrium geometry, with the ωB97M-V functional and the def2-TZVPD basis.

M (g mol⁻¹): 953.35
Total energy (eV): -102146.6030

```
! wB97M-V def2-TZVPD RIJCOSX def2/J DEFGRID3
* xyz 0 1
C -1.96298 4.45661 1.35077
C -0.49250 4.27342 1.05957
O -0.15914 4.76174 -0.22623
C 1.18080 5.14230 -0.36932
C 2.16759 3.97422 -0.65234
C 1.40302 2.78809 -1.23832
C 2.30927 1.65129 -1.76991
C 3.31813 1.07547 -0.77618
N 3.02473 -0.30929 -0.23100
I 4.98924 -0.73622 0.62220
C 2.89070 -1.36241 -1.29465
C 2.11256 -2.65278 -1.02532
C 1.35093 -3.00223 -2.34390
C 0.25344 -2.12154 -2.92232
C 0.52639 -0.89661 -3.54788
C -0.42398 -0.07348 -4.12820
C -1.75963 -0.45875 -4.12520
C -2.06568 -1.69324 -3.57179
C -1.10251 -2.52250 -2.98894
C -1.65046 -3.85093 -2.52164
C 3.15826 -3.82473 -0.95088
O 4.37748 -3.52066 -0.89465
O 2.67782 -4.98417 -0.96912
C 1.26915 -2.75844 0.32666
N 0.00756 -3.39675 -0.09456
C -0.14591 -4.59120 0.07722
O -0.27899 -5.70269 0.27503
C 1.87285 -3.54717 1.47789
Cl 0.68932 -3.64306 2.85962
C 3.21351 -3.14333 2.09354
C 3.55988 -4.09112 3.27622
C 0.79995 -1.28389 0.58135
S -0.62828 -0.93513 1.62885
O -1.68823 -1.86277 1.50836
O -0.96884 0.40100 1.23439
F -0.19949 -0.86163 3.12753
C 1.91142 -0.18861 0.74820
C 2.28105 0.25023 2.17602
C 1.55199 1.53033 2.65170
C 2.16400 1.90369 4.03751
C 1.15622 1.81111 5.18578
O 1.68209 0.87508 6.17106
C 0.75632 -0.02496 6.57244
O 0.99703 -1.18741 6.62700
H -2.12018 4.02527 2.34062
H -2.25850 5.50151 1.34901
H -2.56263 3.86107 0.66662
H -0.27341 3.20757 1.18952
H 0.12000 4.79937 1.80361
H 1.52963 5.76705 0.45788
H 1.21596 5.77813 -1.25494
H 2.90457 4.29819 -1.38369
H 2.61813 3.66651 0.29332
H 0.87184 3.14828 -2.11932
H 0.65682 2.36964 -0.56683
H 2.87224 2.09242 -2.59291
H 1.62927 0.93763 -2.22743
H 3.37221 1.71162 0.10498
H 4.31324 1.11962 -1.19782
H 3.88072 -1.53796 -1.69799
H 2.39123 -0.87328 -2.12438
H 1.00192 -4.02118 -2.32866
H 2.14595 -3.03306 -3.09864
H 1.55162 -0.55545 -3.62995
H -0.13788 0.86121 -4.58977
H -2.49040 0.19048 -4.58365
H -3.09872 -2.01080 -3.61165
H -0.91259 -4.64651 -2.49358
H -2.00142 -3.72167 -1.49731
H -2.53115 -4.15716 -3.07623
H 2.04406 -4.59027 1.23776
H 4.01153 -3.33876 1.38767
H 3.24200 -2.14832 2.52461
H 3.27263 -3.67687 4.23599
H 4.64909 -4.16515 3.30387
H 3.19700 -5.10198 3.11521
H 0.36754 -1.04658 -0.39271
H 1.34539 0.68415 0.41814
H 2.06154 -0.50011 2.93176
H 3.32480 0.52039 2.31711
H 1.76055 2.36442 1.98599
H 0.50252 1.35989 2.83346
H 2.94717 1.20015 4.31664
H 2.64162 2.88029 4.00714
H 1.03453 2.77597 5.67454
H 0.19552 1.42634 4.85088
H -0.22483 0.36553 6.87370
C -1.49187 8.10661 3.24376
O -2.78796 7.67605 2.87080
C -3.66932 7.55218 3.97836
C -4.61778 8.72621 4.07195
O -3.93266 9.92978 4.38113
C -3.73061 10.76323 3.25356
H -0.95745 8.37788 2.33412
H -1.52930 8.97664 3.90312
H -0.94855 7.29501 3.74202
H -3.10631 7.43806 4.90941
H -4.25333 6.63941 3.82253
H -5.32653 8.54078 4.88501
H -5.18858 8.83160 3.14466
H -4.67135 11.23950 2.95763
H -3.32438 10.20582 2.40622
H -3.02061 11.53846 3.53701
C -3.45507 -8.18077 -3.93933
O -3.79279 -8.75103 -5.19128
C -4.15636 -7.78407 -6.16375
C -3.02688 -7.51354 -7.13279
O -1.92956 -6.88092 -6.49349
C -0.86367 -7.76774 -6.20015
H -2.99112 -8.95475 -3.33061
H -2.75158 -7.35214 -4.05079
H -4.35819 -7.82694 -3.42991
H -4.47839 -6.85445 -5.68456
H -5.00806 -8.19159 -6.71796
H -3.38535 -6.82915 -7.90860
H -2.71134 -8.44067 -7.62063
H -0.32491 -8.03246 -7.11643
H -1.21847 -8.67821 -5.71199
H -0.17886 -7.25326 -5.52809
*
```


Computed, not measured: a cluster of 10 separate species, C38H64F15NO14 in total in a non-equilibrium geometry, with the ωB97M-V functional and the def2-TZVPD basis.

Relative energy (zero: lowest compared OMol25 entry of this formula, charge and spin) (kJ/mol): 8.6
M (g mol⁻¹): 1043.89
Total energy (eV): -111358.4696
SMILES string: CCOC(=O)C(F)(F)F.CCOC(=O)C(F)(F)F.CCOC(=O)C(F)(F)F.CCOC(=O)C(F)(F)F.CCOC(=O)C(F)(F)F.CCN(CC)CC.CC(C)=O.CC(C)=O.CC(C)=O.CC(C)=O

```
! wB97M-V def2-TZVPD RIJCOSX def2/J DEFGRID3
* xyz 0 1
C -0.02723 -0.13694 8.85015
C 1.45557 -0.68246 8.94072
N 1.82131 -0.99212 10.36208
C 0.91102 -1.85412 11.10355
C 0.77429 -3.22942 10.48303
C 3.22192 -1.12811 10.73624
C 4.05304 -0.07923 9.91687
H -0.16116 0.75008 9.46930
H -0.79398 -0.86545 9.11373
H -0.20025 0.32007 7.87583
H 1.60745 -1.45660 8.18856
H 2.04969 0.15654 8.57851
H 1.20985 -1.89996 12.15078
H -0.08545 -1.41526 11.15388
H 0.29897 -3.06363 9.51624
H 1.72620 -3.74981 10.58870
H 0.05693 -3.90812 10.94439
H 3.47288 -2.18718 10.67722
H 3.26080 -0.83069 11.78416
H 4.28839 -0.35768 8.88965
H 5.06307 0.05063 10.30556
H 3.56378 0.89459 9.89683
C -0.17413 1.10476 -3.30019
C -1.12498 0.95743 -2.06424
O -0.68899 -0.04585 -1.16511
C 0.32555 0.14990 -0.30944
O 0.89114 1.23080 -0.21301
C 0.78938 -1.10789 0.47957
F 0.58600 -0.87316 1.78634
F 0.17484 -2.23433 0.12616
F 2.08370 -1.28437 0.30118
H 0.04650 0.10821 -3.68268
H 0.77072 1.55221 -2.99173
H -0.66749 1.67345 -4.08841
H -2.17489 0.75076 -2.27179
H -1.25800 1.94110 -1.61391
C 0.16365 7.63198 -5.15830
C -1.17045 7.60943 -4.34811
O -1.85604 8.82793 -4.50915
C -1.59577 9.87204 -3.74241
O -0.99688 9.80082 -2.66526
C -2.03103 11.24367 -4.35319
F -2.54947 12.05724 -3.36665
F -0.94133 11.78782 -4.87529
F -2.92514 11.01914 -5.36018
H 0.38399 6.66306 -5.60636
H 1.01269 7.86198 -4.51461
H 0.22989 8.29645 -6.01980
H -0.98166 7.39831 -3.29555
H -1.83416 6.81233 -4.68309
C 6.39632 -3.63806 4.95696
C 5.62353 -4.72361 4.19700
O 4.32170 -4.85414 4.77816
C 3.33383 -5.64714 4.12172
O 3.51168 -5.95444 2.94150
C 2.08267 -6.03042 4.94838
F 1.72007 -7.29166 4.72438
F 2.36527 -5.90826 6.21094
F 1.00036 -5.28245 4.58430
H 7.36752 -3.43406 4.50614
H 6.55663 -3.91663 5.99850
H 5.90189 -2.66694 4.98082
H 6.11856 -5.69171 4.27333
H 5.50963 -4.41042 3.15920
C 1.69216 6.33539 1.98730
C 0.42218 6.69464 2.79994
O 0.78433 6.78230 4.21801
C 0.95838 5.72271 4.97911
O 0.96550 4.54974 4.59925
C 1.41005 6.06194 6.42208
F 0.53313 5.56194 7.25526
F 2.63945 5.62173 6.66131
F 1.43140 7.36770 6.66390
H 1.49381 6.35511 0.91569
H 2.10571 5.35548 2.22574
H 2.43352 7.06566 2.31162
H -0.46909 6.06866 2.75673
H 0.11276 7.71204 2.56067
C -3.49283 -4.20768 -4.15847
C -2.09221 -4.84429 -4.21454
O -2.17751 -5.76806 -5.26878
C -1.33128 -6.86713 -5.27903
O -0.40735 -7.05831 -4.43084
C -1.64217 -7.92892 -6.36067
F -0.62197 -7.90858 -7.24468
F -1.72602 -9.14388 -5.84910
F -2.73772 -7.64264 -7.05397
H -3.49370 -3.38162 -3.44733
H -4.23108 -4.90476 -3.76203
H -3.76079 -3.93266 -5.17860
H -1.96053 -5.26407 -3.21728
H -1.26747 -4.17016 -4.44575
C -7.00990 1.05309 -5.14257
C -6.10068 1.46483 -6.32208
O -5.54255 2.52805 -6.30228
C -5.90186 0.50476 -7.51656
H -6.97878 1.79770 -4.34716
H -6.83735 0.03678 -4.78841
H -8.02433 1.06278 -5.54124
H -5.16991 1.02398 -8.13525
H -6.82861 0.42329 -8.08454
H -5.50894 -0.45959 -7.19447
C -0.28086 -2.68095 -9.88474
C -1.13456 -3.49981 -10.81227
O -2.25311 -3.82893 -10.48964
C -0.49044 -3.79422 -12.19077
H 0.16320 -3.32800 -9.12828
H -0.97136 -1.99812 -9.38970
H 0.56016 -2.19525 -10.37959
H -1.24097 -4.35608 -12.74676
H 0.56269 -4.07449 -12.16949
H -0.50809 -2.86950 -12.76756
C -6.20508 1.99268 2.68624
C -5.18824 0.90080 2.56805
O -5.20208 0.15118 1.63668
C -4.11427 0.94732 3.62960
H -6.58353 1.99295 1.66404
H -5.75543 2.95713 2.92239
H -7.08067 1.74538 3.28647
H -3.52922 0.02893 3.67832
H -4.55255 0.98401 4.62693
H -3.41249 1.76348 3.45796
C 4.36228 -3.62079 -3.63734
C 4.77956 -2.62406 -4.82138
O 3.97701 -1.92039 -5.42923
C 6.16770 -2.64622 -5.32398
H 3.42708 -3.20594 -3.26131
H 5.04178 -3.64969 -2.78556
H 4.32984 -4.64241 -4.01596
H 6.36739 -3.38023 -6.10467
H 6.85160 -2.81927 -4.49306
H 6.38103 -1.68839 -5.79848
*
```